Record 1
C4H7NO2 in the gas phase in a non-equilibrium geometry, computed with ωB97M-V/def2-TZVPD.

XYZ file:
```
14
Properties=species:S:1:pos:R:3:forces:R:3:lowdin_charge:R:1
H 0.047903 1.907926 1.198100 -0.0611 -0.2589 -0.0572 0.095
H -1.035427 -2.433683 -1.026049 0.0385 0.8838 0.0398 0.114
H -1.671712 0.639407 -1.195106 0.0757 0.0040 -0.0459 0.097
H -0.912251 -0.504742 -2.304483 -0.0612 -0.1600 0.3686 0.088
C 0.905699 1.280602 0.938031 0.3434 0.2481 -0.2996 -0.007
O 0.965606 -1.155243 1.874302 -0.1791 0.5384 -2.9582 -0.008
C -0.285668 -0.718313 -0.249508 0.8285 -2.3559 -1.2739 -0.271
O -0.392798 -2.087890 -0.393521 0.9675 0.0883 0.1462 0.033
C 0.522543 -0.149326 0.790893 -0.3327 -0.9742 2.2668 -0.454
H -0.001819 0.839169 -1.725255 0.0931 0.1079 0.3172 0.081
N -0.351667 -0.748832 1.739186 -1.3115 1.4109 1.7523 0.075
H 1.325375 1.665571 0.006605 0.2410 0.0522 0.1852 0.077
C -0.739857 0.103183 -1.408233 -0.6533 0.4116 -0.2545 -0.012
H 1.624071 1.362171 1.755038 0.0111 0.0036 -0.1867 0.092
```
Positions in Å, forces in eV/Å.

Results
lowest unoccupied orbital energy (alpha / beta) = 0.0238 / 0.0236 hartree
molecular weight = 101.10 g mol⁻¹
gap between HOMO and LUMO (alpha / beta) = 7.7 / 8.6 eV
E_HOMO (alpha / beta) = -7.10 / -7.93 eV
ΔE to the lowest compared entry with this formula, charge and spin = 6.651 eV
total charge = 0

=====

Record 2
C3H3NO in the gas phase in a non-equilibrium geometry, computed with ωB97M-V/def2-TZVPD.

XYZ file:
```
8
Properties=species:S:1:pos:R:3:forces:R:3:lowdin_charge:R:1
H -0.306634 -0.472790 2.393972 0.0181 -0.0455 -0.0964 0.106
O -1.270886 -0.601687 -0.049330 0.0842 0.1466 -0.1220 0.017
H 0.244162 0.087080 -3.139751 -0.0692 -0.0291 -0.0249 -0.002
C 0.325220 0.281054 -2.091879 0.0937 -0.1659 0.0760 0.054
C 0.251546 0.056358 1.628084 -0.2295 0.2834 -0.2089 0.123
N -0.222353 0.139495 0.458127 0.4855 -0.7755 -0.4292 -0.088
H 1.189251 0.556639 1.825232 -0.0744 0.0726 0.0091 0.102
C -0.210307 -0.046149 -1.024454 -0.3085 0.5136 0.7964 -0.313
```
Positions in Å, forces in eV/Å.

Results
lowest unoccupied orbital energy = -0.0095 hartree
molecular weight = 69.06 g mol⁻¹
gap between HOMO and LUMO = 7.8 eV
E_HOMO = -8.09 eV
ΔE to the lowest compared entry with this formula, charge and spin = 6.752 eV
total charge = 0

=====

What is the ΔE to the lowest compared entry with this formula, charge and spin in the second record? 6.752 eV

=====

Which of these has the lowest ΔE to the lowest compared entry with this formula, charge and spin? C4H7NO2

=====

What is the ΔE to the lowest compared entry with this formula, charge and spin in the first record? 6.651 eV